1.
The following is a quantum chemistry calculation of a 2-piece molecular cluster, C5H14NO2P overall in a non-equilibrium geometry, from the OMol25 dataset.

Last column: Mulliken charge in e.
Geometry (Å):
C 2.0606 -1.9635 0.3387  -0.992
C 0.0820 2.0375 0.0695  -0.877
C -3.3554 0.7574 0.0421  -0.627
C 2.0622 -1.0586 -0.8352  -0.321
C 1.2055 1.0320 0.1016  -0.326
N 1.0253 -0.0311 -0.8931  -0.425
O -1.5008 -0.9835 1.4011  -0.573
O -2.4074 0.0133 -0.8083  -0.296
P -1.2777 -0.7943 -0.0777  0.701
H 2.0091 -1.3753 1.2517  0.272
H 1.2144 -2.8178 0.3304  0.183
H 2.9182 -2.5930 0.3812  0.410
H -0.2972 2.1975 -1.0093  0.304
H -0.8329 1.5493 0.5786  0.070
H 0.2395 3.0537 0.6153  0.349
H -3.1399 0.3871 1.0758  0.362
H -4.3666 0.5709 -0.2371  0.276
H -3.0758 1.8674 0.0709  0.232
H 3.0246 -0.4251 -0.8233  0.288
H 2.2869 -1.6207 -1.7783  0.309
H 2.1707 1.5435 -0.0745  0.481
H 1.2461 0.5310 1.1566  0.183
H -1.2911 -1.8776 -0.8766  0.018

Computed properties:
multiplicity: 1
E_HOMO (alpha / beta): -8.369 / -8.169 eV
energy relative to the best compared isomer or geometry (same formula, charge and spin): 284.80 kJ/mol

=====

2.
The following is a quantum chemistry calculation of an isolated molecule of C5H6N2O in a non-equilibrium geometry, from the OMol25 dataset.

Last column: Mulliken charge in e.
Geometry (Å):
C -1.4122 -0.4316 1.6112  -0.217
C -1.0264 0.9134 2.1145  -0.025
C 0.6400 -0.0948 0.6613  0.270
C 1.0229 0.0201 -2.7916  -0.766
C 0.4841 -0.3449 -1.6529  0.099
N -0.5076 -0.8943 0.8225  -0.498
N -0.0079 1.3716 1.5244  -0.562
O 1.2186 -0.1231 -0.6043  -0.305
H -2.1296 -1.0334 1.9492  0.490
H -1.6160 1.5457 2.9012  0.310
H 1.3687 -0.5310 1.4024  0.289
H 0.4323 -0.1377 -3.7034  0.241
H 1.9410 0.6002 -2.8122  0.266
H -0.4078 -0.8602 -1.4223  0.410

Computed properties:
multiplicity: 1
E_HOMO: -8.893 eV
energy relative to the best compared isomer or geometry (same formula, charge and spin): 342.17 kJ/mol
SMILES string: C=COC1N=CC=N1

=====

3.
The following is a quantum chemistry calculation of a 3-piece molecular cluster, C50H72BBrIN5O8S3 overall in a non-equilibrium geometry, from the OMol25 dataset.

Last column: Mulliken spin population.
Geometry (Å):
C 7.3117 -4.3718 -0.6451  0.000
C 6.8004 -3.7476 -1.8230  0.000
C 6.3652 -2.7349 -3.0810  0.000
C 5.5935 -1.4307 -2.3729  -0.002
C 3.9567 -1.2656 -2.3993  0.003
C 3.1052 -2.4656 -3.1616  -0.001
O 3.3624 -3.7086 -2.3606  0.000
C 2.3030 -3.8599 -1.3479  0.000
C 2.4370 -5.1887 -0.3966  0.000
O 3.7436 -5.8660 -0.4586  0.000
C 3.9883 -6.6245 0.8130  0.000
C 5.2192 -7.7240 0.5439  0.000
O 5.4046 -7.7548 -0.9213  0.000
C 6.7209 -8.3070 -1.2966  0.000
C 7.5914 -7.3313 -2.2952  0.000
C 3.3006 0.0541 -1.6764  -0.003
C 1.6362 0.1905 -1.7287  -0.001
C 1.0882 0.3795 -3.2884  0.000
C -0.4796 -0.0936 -3.4895  0.000
S -0.6736 -1.7964 -4.2710  0.000
C -2.5128 -2.2872 -4.1052  0.000
S -3.6753 -1.9461 -5.3421  0.000
N -3.0244 -2.9835 -2.8267  0.000
C -2.3448 -2.8585 -1.4479  0.002
C -3.2356 -3.7681 -0.3999  -0.002
N -4.3834 -4.3417 -1.2350  0.001
C -4.2660 -3.8894 -2.7026  -0.001
C 4.2516 1.1830 -0.8898  0.003
C 5.8691 0.9207 -0.8697  -0.002
C 6.6311 -0.3598 -1.6152  0.002
C 8.2706 -0.5627 -1.6112  0.000
C 8.9218 -0.1915 -3.1051  0.000
O 8.5040 0.8344 -3.8653  0.000
I 10.5634 -1.4768 -3.9014  0.000
S 6.9633 2.1706 0.0752  0.000
C 5.9209 3.7674 -0.0353  -0.002
C 6.7616 5.1734 0.0475  0.002
C 5.8856 6.5715 -0.0411  -0.002
C 4.2323 6.4894 -0.2557  0.002
Br 3.2193 8.2556 -0.3824  0.000
C 3.4228 5.0282 -0.3378  -0.002
C 4.2984 3.6106 -0.2006  0.002
N 3.5073 2.3234 -0.2345  0.000
C 3.2625 1.9226 1.2034  0.000
B 1.6972 2.2200 1.7192  0.000
O 0.9535 3.4242 1.2991  0.000
O 1.0743 1.2625 2.6561  0.000
H 7.9098 -4.6314 0.3463  0.000
H 7.3230 -2.4047 -3.6958  0.000
H 5.6773 -3.3132 -3.8333  0.000
H 1.9482 -2.2901 -3.1588  0.000
H 3.5813 -2.6200 -4.2199  0.000
H 1.2271 -3.8957 -1.8602  0.000
H 2.3026 -2.8551 -0.7139  0.000
H 2.2902 -4.8112 0.7265  0.000
H 1.6089 -5.9652 -0.6815  0.000
H 4.2419 -5.8910 1.6943  0.000
H 3.0143 -7.2327 1.1393  0.000
H 4.9279 -8.8002 0.9696  0.000
H 6.1750 -7.3828 1.1306  0.000
H 7.3825 -8.5311 -0.3390  0.000
H 6.5357 -9.3136 -1.8858  0.000
H 6.8593 -6.4766 -2.6919  0.000
H 8.4708 -6.8827 -1.6338  0.000
H 8.0699 -7.8740 -3.2170  0.000
H 1.1617 -0.8044 -1.2776  0.000
H 1.2393 1.1203 -1.1191  0.000
H 1.1139 1.5366 -3.5811  0.000
H 1.7888 -0.1576 -4.0745  0.000
H -0.9460 -0.1645 -2.4001  0.000
H -1.0739 0.6964 -4.1527  0.000
H -1.3869 -2.2081 -1.2370  0.000
H -3.0426 -3.9214 0.7651  0.000
H -4.9638 -4.1476 -3.6168  0.000
H 8.8316 0.1269 -0.8358  0.000
H 8.6164 -1.6657 -1.3904  0.000
H 7.9372 5.1268 0.2047  0.000
H 6.4592 7.6029 0.0525  0.000
H 2.2396 5.0255 -0.4913  0.000
H 4.0536 2.4801 1.8984  0.000
H 3.4393 0.7627 1.3141  0.000
H 0.3711 3.2580 0.5009  0.000
H 0.7876 0.4133 2.1982  0.000
C -8.4465 -3.5993 3.6277  0.015
C -6.9244 -3.6133 3.9472  0.019
C -6.6335 -2.9780 5.3365  0.019
C -6.6190 -1.4539 5.3555  -0.018
C -5.7571 -0.8946 4.2290  0.024
C -6.1749 -1.4467 2.8418  0.024
N -6.1978 -2.9481 2.8174  0.285
O -4.8648 -3.3964 2.8309  0.642
C -7.5669 -0.8654 2.4713  0.013
C -5.2331 -0.8519 1.7490  -0.019
C -6.5854 -5.1439 4.0854  -0.004
H -8.6418 -3.3755 2.5723  -0.009
H -8.9224 -4.5721 3.8019  0.001
H -8.9884 -2.8720 4.2388  0.000
H -5.6546 -3.3204 5.6986  0.003
H -7.3682 -3.3330 6.0705  0.001
H -7.6391 -1.0647 5.2900  0.000
H -6.2259 -1.1079 6.3196  0.002
H -5.8214 0.2015 4.2380  0.000
H -4.7050 -1.1324 4.4330  0.003
H -7.9118 -1.2521 1.5068  -0.005
H -7.5217 0.2273 2.3875  0.000
H -8.3406 -1.0683 3.2117  0.001
H -4.1764 -1.0840 1.9233  0.001
H -5.3055 0.2424 1.7217  -0.001
H -5.5048 -1.2221 0.7534  0.003
H -6.7328 -5.6735 3.1380  -0.001
H -7.2314 -5.6199 4.8349  0.000
H -5.5557 -5.3191 4.4215  0.000
C -5.2455 7.4902 -0.2501  0.011
C -4.2690 6.3540 -0.6680  0.036
C -4.0370 5.3518 0.4984  0.019
C -3.0396 5.8148 1.5540  -0.020
C -1.7532 6.3247 0.9141  0.044
C -2.0212 7.4262 -0.1435  0.018
N -3.0082 6.9796 -1.1835  0.293
O -2.3628 6.0437 -2.0116  0.633
C -2.5221 8.7047 0.5827  0.016
C -0.6645 7.8756 -0.7702  -0.013
C -5.0649 5.5644 -1.7726  -0.009
H -4.9436 8.4614 -0.6597  -0.008
H -6.2634 7.3302 -0.6261  0.001
H -5.3247 7.5855 0.8365  0.000
H -3.6697 4.3984 0.0951  0.002
H -4.9913 5.1242 0.9903  0.000
H -3.4881 6.5867 2.1860  0.000
H -2.8054 4.9768 2.2224  0.002
H -1.0874 6.7050 1.7000  0.000
H -1.2221 5.4791 0.4578  -0.018
H -2.7488 9.5017 -0.1330  -0.006
H -1.7554 9.0886 1.2666  0.000
H -3.4067 8.5437 1.1988  0.001
H -0.1182 7.0512 -1.2423  0.001
H 0.0045 8.2870 -0.0043  0.000
H -0.8201 8.6579 -1.5224  -0.002
H -5.2499 6.1872 -2.6545  0.000
H -6.0396 5.2347 -1.3896  0.000
H -4.5456 4.6538 -2.0965  0.000

Computed properties:
multiplicity: 3
E_HOMO (alpha / beta): -8.048 / -8.047 eV
energy relative to the best compared isomer or geometry (same formula, charge and spin): 3043.16 kJ/mol

=====

4.
The following is a quantum chemistry calculation of an isolated molecule of C5H7NO in a non-equilibrium geometry, from the OMol25 dataset.

Last column: Mulliken charge in e.
Geometry (Å):
C 0.0672 -0.8054 -0.3740  0.754
C -2.1417 -0.6771 0.2512  -0.361
C -1.7275 0.7700 0.5246  0.089
C 2.3654 0.2626 0.0035  -1.131
C 1.1677 -0.2392 -0.7122  -0.472
N -0.9539 -1.4122 -0.0248  -0.524
O -1.0296 1.2947 -0.3391  -0.426
H -2.7879 -1.1528 0.9438  0.338
H -2.6502 -0.6742 -0.7195  0.231
H -1.8004 1.2936 1.6197  0.261
H 2.4554 1.3254 0.1299  0.292
H 2.4370 -0.1389 0.9636  0.386
H 3.3318 -0.0211 -0.5818  0.269
H 1.2666 0.1746 -1.6848  0.294

Computed properties:
multiplicity: 1
E_HOMO: -8.430 eV
energy relative to the best compared isomer or geometry (same formula, charge and spin): 322.40 kJ/mol
SMILES string: CC=C=NCC=O

=====

5.
The following is a quantum chemistry calculation of C7H16Cl2IrN2O2PS as an isolated structure in a non-equilibrium geometry, from the OMol25 dataset.

Last column: Mulliken spin population.
Geometry (Å):
C 1.6363 4.0741 4.2259  0.002
C 1.0627 2.8130 3.6415  0.001
H 2.7191 3.9947 4.2055  0.001
H 1.3193 4.2016 5.2672  0.000
H 1.3421 4.9422 3.6262  0.000
O 1.6388 1.8723 3.2264  0.001
Cl -0.6804 2.8716 3.6446  0.035
Ir 0.1096 -0.3838 -0.0568  1.663
P -0.0863 0.8203 -1.7979  0.293
C 1.0904 0.3622 -3.0886  0.005
C -1.7063 0.9845 -2.5731  0.009
H -0.3104 2.7924 -0.4392  -0.003
H 0.3406 3.1322 -2.0860  0.015
H 1.4106 2.4423 -0.8237  0.003
C 0.3902 2.4745 -1.2189  0.041
H -2.4331 1.2797 -1.8086  -0.001
H -1.6033 1.7566 -3.3411  0.008
H 1.0343 1.1367 -3.8551  0.007
H 0.8099 -0.6070 -3.5168  -0.002
H -1.9808 0.0275 -3.0296  0.000
H 2.1048 0.3175 -2.6765  0.002
C 1.2206 -1.6757 -0.6488  0.294
O 1.9640 -2.4612 -1.1343  0.080
Cl -1.7638 0.7354 0.9658  0.584
N -1.3625 -5.0694 -0.7184  0.058
C -1.0009 -4.3540 0.3521  -0.020
N -1.0253 -4.9752 1.5334  0.032
S -1.1758 -2.6419 0.4128  0.895
H -1.6377 -6.0456 -0.7284  -0.004
H -1.3735 -4.5251 -1.5704  -0.002
H -0.7877 -4.3569 2.2933  0.003
H -1.2653 -5.9354 1.7175  0.000

Computed properties:
multiplicity: 5
charge: +2
E_HOMO (alpha / beta): -13.859 / -15.414 eV
energy relative to the best compared isomer or geometry (same formula, charge and spin): 193.00 kJ/mol

=====

6.
The following is a quantum chemistry calculation of H8Na3O5 as an isolated structure in a non-equilibrium geometry, from the OMol25 dataset.

Last column: Mulliken charge in e.
Geometry (Å):
Na 1.4529 1.9907 2.3471  0.931
Na -1.4594 0.5463 2.4428  0.814
Na -1.3010 2.1439 -0.9359  0.917
O -3.0738 -1.4540 1.6494  -0.813
H -2.1965 -1.1324 1.3641  0.053
O 0.0867 0.7519 0.6086  -1.159
H -0.4557 0.2840 -0.0558  0.034
O 1.3809 -1.6780 0.1094  -0.597
H 0.8621 -2.4536 0.3229  0.327
H 0.8653 -0.9446 0.4448  0.368
O -1.1090 -0.1298 -2.3890  -0.638
H -0.3979 -0.6323 -2.7865  0.334
H -1.4421 -0.6952 -1.6922  0.350
O 2.3119 1.0584 -0.8565  -0.553
H 1.4938 1.0540 -0.3596  0.350
H 2.9819 1.2906 -0.2135  0.285

Computed properties:
multiplicity: 1
charge: +1
E_HOMO: -10.099 eV
energy relative to the best compared isomer or geometry (same formula, charge and spin): 0.00 kJ/mol